126
Properties=species:S:1:pos:R:3:mulliken_charge:R:1 method="wB97M-V/def2-TZVPD" multiplicity=1 total_charge=0 homo_ha=-0.3447 largest_force_ev_per_a=2.326 e_lumo_ev=0.37
C 4.455 1.445 0.622 -0.66
C 3.337 2.466 0.849 -0.52
C 2.017 2.041 0.206 -0.53
I 1.986 2.475 -1.895 0.01
B 0.710 2.659 0.815 0.10
F 0.775 3.684 1.648 -0.16
C -0.743 2.118 0.436 -0.42
C -0.960 0.642 0.502 0.55
O -1.858 0.060 -0.005 -0.48
F -0.066 -0.059 1.221 -0.26
H 5.276 1.605 1.316 0.09
H 4.090 0.427 0.769 0.32
H 4.824 1.528 -0.400 0.17
H 3.178 2.621 1.919 0.31
H 3.667 3.412 0.416 0.37
H 1.939 0.955 0.264 0.28
H -0.906 2.374 -0.614 0.42
H -1.531 2.597 1.022 0.22
C -0.234 1.522 4.012 -0.86
C -0.542 2.988 3.782 -0.05
O -1.886 3.178 3.331 -0.60
H -0.404 0.949 3.101 0.20
H 0.803 1.386 4.325 0.36
H -0.882 1.097 4.780 0.39
H 0.100 3.389 2.997 0.14
H -0.376 3.575 4.689 0.25
H -2.470 2.846 4.021 0.31
C 5.766 -1.302 -2.913 -0.96
C 6.790 -0.506 -2.124 -0.30
O 6.683 -0.725 -0.726 -0.36
H 4.757 -1.048 -2.584 0.24
H 5.847 -1.095 -3.981 0.36
H 5.904 -2.374 -2.758 0.26
H 6.629 0.562 -2.273 0.31
H 7.805 -0.743 -2.463 0.29
H 6.837 -1.660 -0.548 0.19
C -4.109 -0.034 -2.846 -0.61
C -4.425 1.447 -2.899 -0.33
O -4.659 1.897 -4.230 -0.62
H -3.221 -0.260 -3.436 0.20
H -3.934 -0.361 -1.818 0.22
H -4.940 -0.609 -3.262 0.31
H -3.589 2.031 -2.512 0.20
H -5.307 1.669 -2.288 0.36
H -5.429 1.407 -4.543 0.28
C 9.507 1.663 1.829 -1.00
C 8.039 2.015 1.697 0.02
O 7.249 1.389 2.710 -0.59
H 9.646 0.586 1.757 0.12
H 10.104 2.144 1.053 0.39
H 9.890 1.985 2.802 0.33
H 7.639 1.670 0.744 0.06
H 7.906 3.101 1.754 0.31
H 7.582 1.702 3.558 0.32
C -4.552 0.482 2.461 -0.47
C -5.768 0.787 1.608 -0.42
O -5.405 1.623 0.522 -0.48
H -4.093 1.402 2.822 0.06
H -4.811 -0.148 3.314 0.43
H -3.802 -0.043 1.868 0.09
H -6.534 1.324 2.167 0.33
H -6.213 -0.145 1.238 0.27
H -4.720 1.169 0.017 0.21
C -1.770 5.854 7.984 -0.99
C -1.178 4.462 8.099 -0.24
O -0.072 4.273 7.221 -0.47
H -2.086 6.048 6.959 0.25
H -2.631 5.968 8.644 0.33
H -1.031 6.611 8.255 0.32
H -1.913 3.709 7.815 0.27
H -0.873 4.260 9.131 0.28
H 0.607 4.915 7.453 0.27
C -3.640 -2.287 -6.179 -0.89
C -2.268 -2.723 -5.697 -0.39
O -2.028 -2.331 -4.351 -0.47
H -3.746 -1.206 -6.087 0.21
H -3.799 -2.570 -7.221 0.43
H -4.426 -2.751 -5.575 0.28
H -1.487 -2.247 -6.289 0.27
H -2.154 -3.808 -5.798 0.28
H -2.702 -2.741 -3.798 0.28
C -1.352 -3.596 3.560 -1.20
C -2.300 -2.425 3.742 -0.27
O -1.783 -1.223 3.183 -0.21
H -0.386 -3.375 4.014 0.27
H -1.756 -4.501 4.017 0.39
H -1.185 -3.794 2.499 0.35
H -2.454 -2.218 4.801 0.34
H -3.274 -2.654 3.296 0.24
H -1.641 -1.370 2.241 0.05
C -8.896 -0.058 -6.046 -1.07
C -7.522 -0.425 -5.521 -0.15
O -7.328 0.016 -4.176 -0.48
H -9.044 1.022 -5.998 0.28
H -9.013 -0.382 -7.081 0.35
H -9.681 -0.519 -5.446 0.30
H -6.739 0.052 -6.110 0.28
H -7.370 -1.509 -5.577 0.25
H -8.000 -0.402 -3.628 0.27
C -13.644 -0.444 -7.359 -1.13
C -12.275 -0.819 -6.826 -0.12
O -12.110 -0.382 -5.476 -0.52
H -13.786 0.636 -7.309 0.31
H -13.765 -0.765 -8.395 0.33
H -14.432 -0.911 -6.764 0.33
H -11.489 -0.339 -7.406 0.26
H -12.122 -1.902 -6.881 0.27
H -12.795 -0.816 -4.955 0.29
C 9.330 -2.078 2.758 -0.77
C 10.723 -2.192 3.344 -0.35
O 10.753 -1.905 4.741 -0.53
H 8.923 -1.082 2.926 0.18
H 9.335 -2.283 1.687 0.17
H 8.654 -2.790 3.241 0.46
H 11.396 -1.472 2.880 0.29
H 11.131 -3.194 3.168 0.26
H 10.174 -2.533 5.184 0.29
C 9.491 -5.716 0.057 -0.99
C 8.202 -4.920 0.083 -0.33
O 8.400 -3.569 -0.333 -0.41
H 10.240 -5.248 0.697 0.22
H 9.325 -6.737 0.403 0.35
H 9.899 -5.762 -0.955 0.32
H 7.805 -4.862 1.095 0.29
H 7.445 -5.395 -0.550 0.32
H 8.739 -3.578 -1.235 0.25